1.
This record from the Open Molecules 2025 dataset describes a structure of composition C10H7I2ORuS4Te at a distorted geometry. The level of theory is wB97M-V/def2-TZVPD.

## Properties
**HOMO-LUMO gap (alpha / beta)**: 5.74 / 5.00 eV
**HOMO energy (alpha / beta)**: -7.22 / -7.08 eV

```
! RIJCOSX wB97M-V def2-TZVPD def2/J DEFGRID3
* xyz 0 2
I -0.4427 3.0546 -2.7298
I 1.2780 4.0822 0.3507
Te 0.5759 -0.2155 -0.4445
Ru -0.5863 1.9994 -0.0184
S -3.1538 1.5622 4.3051
S -2.9368 2.6722 0.1324
S -0.8349 1.5264 2.4796
S -5.0274 2.4902 2.2257
O -5.7334 1.9045 4.6995
C 1.2482 -4.4487 -1.4101
C 2.8405 -2.2375 -0.9167
C -2.4825 1.8511 2.7105
C -3.3554 2.3002 1.7439
C -4.8361 1.9697 3.9211
C 2.6278 -4.5763 -1.4134
C 1.1097 4.3284 -1.8389
C 3.4215 -3.4668 -1.1675
C 0.6603 -3.2214 -1.1605
C 1.4599 -2.1172 -0.9132
H -0.4158 -3.1166 -1.1539
H 0.6242 -5.3099 -1.5975
H 2.0666 4.0655 -2.2773
H 3.4514 -1.3672 -0.7187
H 3.0839 -5.5374 -1.6039
H 0.8604 5.3651 -2.0398
H 4.4969 -3.5574 -1.1642
*
```


2.
This record from the Open Molecules 2025 dataset describes the molecule C3H6O3 at a distorted geometry. The level of theory is wB97M-V/def2-TZVPD.

## Properties
**SMILES**: O[C@H]1[C@H](O)[C@H]1O
**HOMO-LUMO gap**: 10.03 eV
**HOMO energy**: -9.44 eV

```
! RIJCOSX wB97M-V def2-TZVPD def2/J DEFGRID3
* xyz 0 1
O -0.5372 1.7721 0.9399
O 1.6851 -0.2428 -1.0733
O -0.5457 -1.6448 -0.5557
C 1.0190 0.0912 0.0947
C -0.2762 -0.6305 0.3902
C -0.2886 0.8301 -0.0433
H -0.5523 -0.8263 1.4480
H 1.6291 0.4043 0.9553
H -1.4850 1.8021 1.1146
H -0.5615 1.0989 -1.0774
H 1.3528 -1.1314 -1.3108
H -1.4395 -1.5229 -0.8822
*
```


3.
This record from the Open Molecules 2025 dataset describes a cluster of 2 separate species, C2H9N3OS in total at a distorted geometry. The level of theory is wB97M-V/def2-TZVPD.

## Properties
**HOMO-LUMO gap (alpha / beta)**: 7.99 / 8.87 eV
**HOMO energy (alpha / beta)**: -8.52 / -9.84 eV

```
! RIJCOSX wB97M-V def2-TZVPD def2/J DEFGRID3
* xyz 0 1
S -0.8902 -0.6165 -0.2000
O -1.3640 -1.6380 0.7064
N 1.1665 -1.9630 -1.2903
N -1.8367 0.0263 -1.2139
N -0.2329 0.6262 0.6803
C -0.1150 1.8902 0.0083
C 0.8944 0.1922 1.4631
H -0.9760 1.9975 -0.6467
H -2.5022 -0.5981 -1.6337
H 0.6500 -0.7745 1.8987
H 0.8870 -2.8343 -0.8468
H 0.7678 -1.9670 -2.2247
H -0.1288 2.6849 0.7608
H 0.8053 1.9682 -0.5787
H 1.0757 0.9149 2.2629
H 1.7990 0.0912 0.8541
*
```


4.
This record from the Open Molecules 2025 dataset describes a structure of composition C18H44N5O8Zr at a distorted geometry. The level of theory is wB97M-V/def2-TZVPD.

## Properties
**HOMO-LUMO gap**: 6.35 eV
**HOMO energy**: -10.63 eV

```
! RIJCOSX wB97M-V def2-TZVPD def2/J DEFGRID3
* xyz 1 1
Zr 0.1062 0.3561 -0.2773
O -1.0047 2.3092 0.2661
O -0.0579 -1.7359 -1.6509
O 0.1657 1.4052 -2.0845
O -0.6086 0.2373 1.9883
O -1.9102 -0.2751 -0.4526
O 1.5761 1.5186 0.6906
O 2.1564 -0.2145 -1.2416
O 0.7983 -1.4925 0.7612
N 3.4035 -0.6508 -3.0609
N -2.4378 3.8984 0.9004
N -1.3100 -2.3315 -3.4600
N -0.0350 -3.2014 1.9361
N 0.3203 0.8616 3.9088
C -1.4739 -0.9596 -3.8994
C 2.3521 -2.7559 2.0357
C -0.7350 0.4915 3.1776
C -1.3823 -3.0812 1.4108
C -2.0683 0.2739 3.8535
C -0.3303 1.9707 -3.2361
C 4.3865 -0.9804 -0.8532
C -1.2994 3.4925 0.3129
C 2.3247 -0.4462 -4.0079
C -0.3726 4.5418 -0.2417
C 0.9854 -2.4383 1.5150
C 0.2755 1.4762 5.2574
C 2.5591 2.1048 1.4781
C 3.2229 -0.5583 -1.7250
C -0.3457 -4.0785 -2.0329
C -0.5268 -2.5989 -2.3709
C -3.4175 2.9541 1.4039
C -3.2257 -0.4131 -0.8629
H -2.7202 -0.1410 3.0934
H 2.8124 -1.8505 2.4239
H 4.0289 -1.1163 0.1579
H 4.2424 -1.0803 -3.4075
H -1.9682 -2.4036 2.0298
H -1.3812 -2.6673 0.4042
H -1.2247 -3.0344 -4.1794
H 1.3850 -0.8516 -3.6474
H 4.7718 -1.9253 -1.2471
H -1.9400 -0.4481 4.6625
H -4.4019 3.4065 1.3323
H -3.1775 2.6574 2.4250
H -0.6626 -0.3463 -3.5321
H -0.0599 3.0306 -3.2881
H 2.2036 0.6064 -4.2617
H 3.4776 1.4957 1.4779
H 0.4385 -4.5062 -2.6567
H 2.9623 -3.1103 1.1976
H -2.5031 1.1884 4.2509
H -1.3068 -4.5832 -2.0637
H 2.3865 -3.5550 2.7726
H -3.8569 -0.7094 -0.0103
H 1.1802 0.9753 3.3932
H 0.1953 -4.0569 2.4130
H -0.7805 5.5474 -0.1266
H 0.8502 0.8769 5.9538
H 2.2470 2.1909 2.5353
H 2.5651 -0.9603 -4.9410
H -3.3168 -1.1822 -1.6409
H -3.3980 2.0540 0.7910
H -3.6219 0.5394 -1.2428
H -1.4191 1.8326 -3.3096
H 0.0293 -4.1193 -1.0108
H 2.7968 3.1118 1.1213
H 0.0966 1.4855 -4.1314
H 5.1974 -0.2584 -0.9315
H -1.5831 -0.9090 -4.9797
H -2.4080 -0.5679 -3.4913
H -0.7628 1.5438 5.5612
H 0.5615 4.5218 0.3185
H -1.8691 -4.0513 1.4766
H -2.6344 4.8794 0.9764
H -0.1772 4.3183 -1.2866
H 0.6541 2.4924 5.1789
*
```


5.
This record from the Open Molecules 2025 dataset describes a structure of composition C6H4CoO6 at a distorted geometry. The level of theory is wB97M-V/def2-TZVPD.

## Properties
**HOMO-LUMO gap (alpha / beta)**: 7.55 / 4.28 eV
**HOMO energy (alpha / beta)**: -22.93 / -23.76 eV

```
! RIJCOSX wB97M-V def2-TZVPD def2/J DEFGRID3
* xyz 3 5
Co 0.0166 0.0192 0.0850
O 2.2926 1.7930 0.0094
O -2.2200 -1.7777 -0.0425
O 0.0318 0.0182 -4.4933
O 1.8037 -2.1990 0.1975
O -1.7421 2.2893 0.0870
O 0.1029 0.0311 2.6570
C -1.0360 1.3991 -0.2222
C -1.2055 -0.2703 3.1602
C 1.3860 1.0876 -0.2772
C 0.0527 0.0176 -3.3491
C 1.1293 -1.3279 -0.1250
C -1.3498 -1.0786 -0.3029
H -1.8964 0.3821 2.6311
H -1.4946 -1.3109 2.9735
H 0.7422 -0.6473 2.9796
H -1.2266 -0.0291 4.2283
*
```


6.
This record from the Open Molecules 2025 dataset describes the molecule C7H10N2 at a distorted geometry. The level of theory is wB97M-V/def2-TZVPD.

## Properties
**HOMO-LUMO gap (alpha / beta)**: 7.23 / 7.23 eV
**HOMO energy (alpha / beta)**: -7.02 / -7.02 eV

```
! RIJCOSX wB97M-V def2-TZVPD def2/J DEFGRID3
* xyz 0 1
N 1.0824 1.4917 -0.3566
N -0.0889 1.0748 -0.1655
C -1.9389 -0.3514 -0.5340
C 1.9188 -0.7580 -0.3755
C 2.0089 0.5292 -0.6612
C 1.0084 -1.6028 0.5866
C -0.9655 1.8910 0.7112
C -0.5683 -0.0262 -0.7342
C -2.9422 -0.9668 -0.2746
H -0.0187 -0.5389 -1.4149
H -0.6891 3.0183 0.6361
H 2.8192 1.0199 -1.0519
H -2.0339 1.8410 0.4446
H 0.3271 -0.8797 1.1025
H -0.8986 1.4802 1.6377
H -3.9546 -1.3295 -0.0482
H 1.7854 -2.1690 1.1891
H 0.3400 -2.3603 0.0246
H 2.8084 -1.3634 -0.7155
*
```


7.
This record from the Open Molecules 2025 dataset describes a structure of composition C46H42N3O4S3Ti at a distorted geometry. The level of theory is wB97M-V/def2-TZVPD.

## Properties
**HOMO-LUMO gap**: 6.15 eV
**HOMO energy**: -9.64 eV

```
! RIJCOSX wB97M-V def2-TZVPD def2/J DEFGRID3
* xyz 1 1
Ti 1.4616 1.2901 0.4905
S 1.7173 -1.1778 2.8050
S 3.0682 1.9116 2.0913
S 1.8169 3.4528 -0.4742
O -2.7871 -5.3113 -4.1824
O 0.1009 2.0746 1.6004
O 1.3106 -0.4121 1.5181
O 2.3765 0.5408 -0.8712
N -0.1900 0.9151 -0.9431
N -1.1472 -0.3995 -6.2319
N -0.2062 0.2836 -5.8091
C 0.9871 -2.8523 2.7052
C 0.3998 0.5331 -2.1254
C -3.2357 4.9643 3.4214
C 4.3225 -4.7566 -0.1630
C 3.9497 -3.5074 -0.6425
C 4.4345 4.2397 2.5261
C 0.4068 0.0929 -4.5123
C 3.0054 4.2236 0.5823
C 3.4468 5.5124 0.2773
C 4.1971 -3.9207 2.0881
C -3.3598 -3.1357 -5.0805
C -2.4442 -4.0929 -4.6571
C -0.0911 -3.0129 1.6823
C 3.4888 -1.5627 2.5714
C -1.0765 -3.8203 -4.7177
C -3.2266 2.7262 4.2915
C -1.4860 1.1301 -0.9264
C -4.9552 4.3482 5.1413
C -1.6993 0.6935 -3.2679
C -1.6143 3.3698 2.6287
C -3.7848 4.0006 4.2675
C 0.1409 -3.8138 0.5739
C -1.6028 5.7825 1.7292
C -1.5447 -1.6306 -5.5862
C -0.3182 0.4031 -3.3256
C -0.5390 3.1304 1.7205
C 3.6968 -2.4655 0.2385
C 1.7917 0.3299 -2.0706
C -4.1580 -5.6907 -4.2801
C 1.7561 -0.0982 -4.4335
C -0.6293 -2.5911 -5.1543
C -2.1503 2.3814 3.4930
C -0.8769 -4.0453 -0.3414
C -2.3557 -2.6593 0.9525
C -1.3383 -2.4225 1.8596
C -2.1274 -3.4753 -0.1505
C -2.2810 1.0294 -2.0751
C 2.4531 -0.0152 -3.2080
C 4.3736 6.1532 1.0813
C 4.8636 5.5193 2.2177
C 3.8103 -2.6697 1.6117
C -2.8956 -1.9235 -5.5793
C 3.5187 3.5790 1.7043
C -1.6029 0.9793 3.6141
C -2.1630 4.6825 2.6047
C 4.4555 -4.9608 1.2050
H -2.2965 0.6685 -4.1710
H -4.7796 -5.1007 -3.6037
H 3.8825 -0.6025 2.2472
H -3.3390 1.2391 -2.0093
H -0.6966 -4.6831 -1.1969
H 1.8150 -3.5265 2.5100
H 0.4334 -2.3991 -5.2313
H -0.7751 0.9646 4.3297
H -0.5500 5.9765 1.9467
H -2.3791 0.3120 3.9870
H -2.1536 6.7049 1.8984
H 4.8103 3.7288 3.4054
H -1.9219 1.4151 0.0241
H -2.9260 -3.6800 -0.8503
H 4.5281 -5.5651 -0.8535
H 3.0602 6.0006 -0.6100
H -3.6668 5.9602 3.4044
H -4.2034 -6.7341 -3.9921
H -3.6502 1.9757 4.9512
H 4.7171 7.1471 0.8177
H -0.3844 -4.6043 -4.4341
H 3.8493 -1.7655 3.5824
H -4.4230 -3.3305 -5.0561
H 2.3047 -0.3042 -5.3458
H 4.3078 -4.0798 3.1573
H -1.2164 0.5924 2.6777
H 4.7601 -5.9276 1.5854
H -0.2521 3.9337 1.0418
H -1.6802 5.5430 0.6652
H 3.5275 -0.1617 -3.1722
H -5.7845 4.7210 4.5374
H -4.5243 -5.5808 -5.3025
H 5.5860 6.0167 2.8534
H -1.5235 -1.8003 2.7313
H -3.3324 -2.2183 1.1099
H 3.8562 -3.3425 -1.7096
H -3.5955 -1.1880 -5.9636
H -4.6838 5.1450 5.8371
H -5.2999 3.4910 5.7153
H 0.6001 -3.0335 3.7089
H 3.4175 -1.4906 -0.1382
H 1.1181 -4.2663 0.4305
*
```


8.
This record from the Open Molecules 2025 dataset describes a cluster of 5 separate species, C16H42F3N4O8 in total at a distorted geometry. The level of theory is wB97M-V/def2-TZVPD.

## Properties
**HOMO-LUMO gap (alpha / beta)**: 9.34 / 8.51 eV
**HOMO energy (alpha / beta)**: -14.35 / -14.35 eV

```
! RIJCOSX wB97M-V def2-TZVPD def2/J DEFGRID3
* xyz 2 2
F 1.9594 22.2651 -31.3568
F 3.5372 23.6184 -31.3958
F 3.4405 22.4680 -29.6426
O 0.0407 18.9973 -27.4031
O 5.2302 14.0753 -25.8798
O 3.6198 20.1086 -31.9486
O -0.9988 19.4366 -24.1940
O 2.0309 18.1879 -27.4373
O 0.4182 16.9940 -28.1018
O -1.5832 20.9717 -30.1275
O 4.6811 21.6672 -33.0726
N -1.8704 23.7052 -29.3259
N -2.6550 18.4368 -26.2225
N 0.8248 18.0828 -27.6759
N 3.3086 15.5578 -27.3323
C -0.5798 21.4897 -29.2344
C -1.8802 19.5675 -29.8864
C 2.5812 18.0323 -31.1396
C 4.2137 21.4161 -31.7559
C -0.5324 23.0121 -29.6275
C -2.0700 16.3676 -24.8894
C 1.4377 14.3556 -26.2458
C 3.9033 13.5420 -25.7894
C 0.5607 23.7219 -28.8281
C -2.6848 17.7796 -24.7751
C 3.2717 22.3932 -30.9937
C -2.1341 18.7245 -23.6850
C 3.2943 19.3862 -30.7456
C 0.2106 18.8245 -23.9647
C 2.8861 14.7359 -26.0940
C 5.6356 14.8955 -24.8015
H -0.3996 23.2045 -30.6922
H 5.1076 21.2011 -31.1704
H 0.7671 15.2116 -26.1714
H -3.1284 17.8308 -26.8772
H 1.1896 13.8354 -27.1710
H 3.0143 16.5190 -27.2341
H 0.8179 23.1975 -27.9078
H -2.4272 19.4259 -28.9543
H 1.0240 13.6520 -25.5235
H 5.7538 14.3306 -23.8768
H 1.7455 18.2966 -31.7876
H -3.0832 19.3502 -26.1733
H 4.3151 15.5162 -27.4054
H 0.9273 19.4391 -24.5094
H 3.8852 12.7928 -26.5809
H 0.4156 24.7661 -28.5511
H -0.9163 21.2860 -28.2178
H -1.7391 18.5770 -26.6244
H -1.8890 24.6113 -29.7716
H -3.7484 17.6475 -24.5764
H -0.9560 19.0186 -30.0668
H 3.0076 15.1622 -28.2115
H 6.6248 15.2318 -25.1122
H -2.8480 19.4468 -23.2890
H -2.6616 23.1872 -29.6803
H 2.7654 19.9161 -29.9534
H 0.3940 17.8686 -24.4553
H 0.4579 18.8283 -22.9031
H -2.0383 23.8128 -28.3358
H -2.3143 15.8004 -23.9913
H 2.8830 15.4764 -25.2941
H -2.6677 19.2771 -30.5818
H -0.9847 16.2675 -24.8854
H 4.2233 19.0954 -30.2550
H 5.1390 15.8281 -24.5333
H 1.5123 23.5798 -29.3403
H 3.7133 12.9991 -24.8635
H 2.1331 17.4610 -30.3266
H 3.2079 17.4005 -31.7690
H 0.4106 21.0420 -29.3157
H -2.3353 15.8538 -25.8135
H -1.8925 18.0222 -22.8872
*
```


9.
This record from the Open Molecules 2025 dataset describes a structure of composition C32H33AsMnN4O2S at a distorted geometry. The level of theory is wB97M-V/def2-TZVPD.

## Properties
**HOMO-LUMO gap (alpha / beta)**: 6.82 / 6.92 eV
**HOMO energy (alpha / beta)**: -6.74 / -6.85 eV

```
! RIJCOSX wB97M-V def2-TZVPD def2/J DEFGRID3
* xyz 0 6
As 0.1402 -2.4269 -1.4468
Mn 0.3331 -0.1570 -0.1513
S 2.7980 -0.9897 -0.4716
O 1.1091 1.6601 0.5466
O 0.0628 2.8119 2.1511
N -1.4954 1.6282 -0.4853
N -1.8999 -0.7417 0.9485
N 0.3841 0.8533 -2.4417
N 0.7865 -0.5238 2.1601
C 1.0425 -1.6126 2.9251
C -0.0233 -4.0738 -5.3772
C 1.7483 -4.8499 -0.9017
C 1.6542 -2.5045 -3.8453
C 1.1107 -4.0161 3.1348
C 1.5212 -1.4902 4.2568
C 1.3801 0.8915 4.0030
C -1.4267 -3.5301 -1.0367
C -2.8134 0.3906 1.1063
C 3.8429 -4.7904 0.2560
C 0.8171 -2.8997 2.3991
C 2.7440 -2.7251 -0.3227
C -1.3450 2.4051 -1.7102
C 1.6668 -3.4659 -0.8379
C 1.7962 -2.6573 4.9923
C -2.7050 -5.1509 0.2097
C 2.0457 -2.8932 -5.1107
C 2.8374 -5.5192 -0.3676
C 0.9695 0.6795 2.6786
C 0.6878 1.8405 1.7254
C 1.2090 -3.6892 -5.8788
C 3.8158 -3.4103 0.2543
C -0.4163 -3.6842 -4.1065
C -2.6235 -3.0379 -1.5661
C -1.4874 -4.5791 -0.1249
C 1.6762 -0.1903 4.7861
C -0.8505 1.5146 -2.8515
C -3.8401 -3.6004 -1.2290
C 0.4241 -2.9020 -3.3236
C -3.8798 -4.6678 -0.3416
C -2.8494 1.1821 -0.1993
C 1.6102 -3.8962 4.4391
H 2.3140 -1.9043 -3.2247
H 1.0881 1.5484 -2.1867
H -4.8262 -5.1175 -0.0802
H -3.8302 0.0732 1.3850
H 1.5213 -4.0163 -6.8596
H -1.7137 -1.1590 1.8557
H 2.0093 -0.0716 5.8073
H 0.9479 -5.4045 -1.3835
H -0.7199 2.1334 -3.7515
H -2.2864 2.8939 -2.0010
H 2.8969 -6.5983 -0.4302
H 3.0103 -2.5921 -5.4931
H 0.4199 -2.9732 1.3897
H 1.8555 -4.7850 5.0042
H -1.2074 2.2140 0.2991
H 4.6663 -5.3115 0.7228
H -2.4280 1.0389 1.8996
H -4.7579 -3.2088 -1.6465
H -0.6767 -4.6959 -5.9739
H -2.7372 -5.9719 0.9131
H 4.6146 -2.8376 0.7026
H -1.3761 -4.0080 -3.7187
H -3.5506 2.0284 -0.0975
H -0.5753 -4.9512 0.3256
H 0.7637 0.2963 -3.2050
H -2.5718 -2.1989 -2.2611
H 1.4447 1.9038 4.3694
H 2.1626 -2.5535 6.0032
H -2.3409 -1.4515 0.3640
H -0.5962 3.1792 -1.5274
H -1.5920 0.7397 -3.0678
H -3.2018 0.5361 -1.0114
H 0.9585 -5.0020 2.7188
*
```


10.
This record from the Open Molecules 2025 dataset describes the molecule C8H13N at a distorted geometry. The level of theory is wB97M-V/def2-TZVPD.

## Properties
**SMILES**: CC1=CC=C(C)CNC1
**HOMO-LUMO gap**: 9.34 eV
**HOMO energy**: -8.37 eV

```
! RIJCOSX wB97M-V def2-TZVPD def2/J DEFGRID3
* xyz 0 1
N -0.0624 1.6012 -0.4299
C 1.0924 1.1472 0.1255
C 1.6232 -0.2559 -0.1066
C 3.1628 -0.4348 0.1294
C 0.8313 -1.2993 -0.0807
C -1.5668 -0.3279 0.2815
C -0.7329 -1.3064 -0.0645
C -3.0079 -0.5385 -0.0472
C -1.2255 1.1905 0.3210
H 3.4926 -1.4527 -0.3823
H -2.1842 1.4872 -0.3054
H 1.7999 1.6662 -0.3345
H -3.7349 -0.2645 0.8157
H -1.2228 -2.1181 -0.3554
H 1.0030 1.0440 1.1646
H -3.5798 -1.5337 -0.3847
H -3.2412 0.1269 -0.8990
H 3.5873 0.5593 -0.5341
H 1.1056 -2.3925 0.0694
H -0.1529 1.3654 -1.3750
H 3.7266 -0.2810 0.9216
H -1.2221 1.5348 1.2584
*
```


What is the formula in the seventh record? C46H42N3O4S3Ti